<i>
The following is a DFT calculation (wB97M-V/def2-TZVPD) of 8 unconnected molecules or ions with the total composition C24H56N8O8.

frontier orbital gap: 0.349 hartree
highest occupied orbital energy: -9.13 eV
LUMO: 0.0136 Ha

Last column: Mulliken charge in e.
CARTESIAN COORDINATES (ANGSTROEM)
C: -18.689 -13.293 -9.293  -0.6086
C: -22.631 -10.731 -7.651  -0.6005
H: -18.597 0.539 -8.645  0.2889
H: -19.892 -5.882 -5.669  0.0953
H: -20.388 -5.190 -4.083  0.3142
C: -22.847 -8.342 -13.101  -0.7732
H: -17.038 -13.587 -7.313  0.2009
C: -26.495 -9.687 -13.412  -1.0425
O: -19.301 -5.490 -16.986  -0.6294
N: -17.759 -6.275 -15.388  -0.1624
C: -20.421 -7.546 -10.268  0.7301
H: -26.764 -10.699 -9.045  0.5125
O: -19.182 -11.474 -8.031  -0.4685
H: -17.946 -15.885 -12.175  0.3264
H: -19.677 -6.955 -14.919  0.3186
H: -25.738 -11.188 -10.186  0.3712
H: -20.404 -9.872 -3.410  0.3535
H: -22.544 -10.012 -6.836  0.3290
H: -20.341 -8.978 -8.933  0.1043
H: -20.219 -0.676 -10.717  0.2430
N: -19.505 -8.295 -4.399  -0.1170
H: -17.521 -10.853 -6.000  0.2358
C: -17.211 -15.431 -12.840  -1.0997
N: -18.954 -13.680 -12.995  -0.1419
H: -18.871 -11.624 -13.649  0.3195
H: -16.236 -5.569 -17.408  0.3118
N: -24.350 -8.571 -13.155  -0.1190
H: -19.700 -9.607 -11.770  0.3270
C: -25.915 -10.291 -9.592  -1.2538
C: -18.902 0.525 -9.692  -0.8239
H: -26.284 -9.534 -10.285  0.1929
H: -20.863 -6.511 -8.382  0.2974
C: -20.417 -7.369 -4.411  0.6666
C: -18.435 -12.396 -8.102  0.6127
O: -20.218 -7.157 -11.354  -0.5518
H: -21.931 -10.429 -8.430  -0.0538
H: -16.661 -4.020 -16.671  0.2632
C: -17.646 -13.963 -12.885  0.7354
C: -24.616 -9.968 -8.877  0.4885
H: -26.902 -9.691 -12.401  0.1708
H: -16.803 -6.355 -15.073  0.2479
O: -24.484 -10.791 -12.903  -0.7036
O: -18.564 -1.874 -8.377  -0.6133
H: -17.227 -15.921 -13.813  0.3050
H: -20.475 -3.655 -9.311  0.0487
H: -18.888 -12.807 -10.248  -0.1769
H: -18.948 -10.396 -4.200  0.3628
H: -18.452 -7.732 -13.937  0.2725
C: -18.734 -6.786 -14.400  -0.8510
O: -16.739 -13.160 -13.011  -0.6551
C: -17.058 -4.881 -17.209  -1.0287
H: -25.034 -7.846 -13.318  0.1797
H: -17.498 -4.667 -18.184  0.2998
H: -26.771 -10.687 -13.747  0.3015
H: -22.511 -8.235 -14.132  0.3513
H: -21.695 -2.426 -9.283  0.3411
H: -18.020 -14.153 -9.277  0.3324
H: -22.544 -7.577 -12.386  0.2396
N: -17.536 -12.729 -7.122  -0.1820
N: -19.795 -0.606 -9.803  -0.2002
H: -18.036 -12.164 -5.109  0.3137
H: -18.580 -7.889 -4.367  0.2348
N: -24.090 -10.896 -8.084  -0.1373
H: -19.282 1.517 -9.935  0.3238
H: -20.954 -2.984 -7.794  0.2990
H: -18.377 -9.662 -10.657  0.3533
H: -16.163 -15.451 -12.544  0.2891
C: -19.809 -9.737 -4.313  -0.7978
C: -19.825 -5.977 -4.585  -0.8549
H: -21.397 -5.728 -9.780  0.1921
H: -18.792 -5.939 -4.240  0.3296
C: -21.285 -6.729 -9.363  -0.7849
H: -19.616 -10.739 -10.451  0.0879
C: -19.544 -12.410 -13.306  -0.7594
C: -19.647 -1.688 -8.963  0.5094
C: -20.746 -2.715 -8.829  -0.7018
H: -19.675 -13.732 -9.143  0.3031
C: -17.380 -11.932 -5.948  -0.9196
C: -25.013 -9.689 -13.183  0.7480
C: -19.465 -9.691 -10.709  -1.0022
C: -18.166 -5.559 -16.501  0.6697
H: -20.434 -12.533 -13.922  0.3586
H: -22.208 -11.599 -7.146  0.3682
H: -17.903 0.402 -10.111  0.2895
H: -22.284 -7.156 -9.269  0.1319
H: -18.768 -6.120 -13.538  0.2818
H: -26.933 -8.927 -14.058  0.4122
H: -19.770 -12.160 -12.269  0.0992
O: -21.636 -7.465 -4.442  -0.6587
H: -19.691 -14.370 -12.978  0.2111
H: -22.407 -9.260 -12.712  0.2345
H: -20.555 -9.996 -5.064  0.0626
H: -16.322 -11.984 -5.691  0.4237
H: -24.701 -11.624 -7.744  0.2400
N: -20.000 -8.701 -9.843  0.1795
O: -24.124 -8.900 -9.041  -0.5650



<ii>
The following is a DFT calculation (wB97M-V/def2-TZVPD) of 8 unconnected molecules or ions with the total composition C24H56N8O8.

frontier orbital gap: 0.347 hartree
highest occupied orbital energy: -9.07 eV
LUMO: 0.0138 Ha

Last column: Mulliken charge in e.
CARTESIAN COORDINATES (ANGSTROEM)
H: 2.236 6.414 -3.938  0.2358
C: -0.093 3.059 1.977  -0.9327
H: 0.819 0.473 4.050  0.2766
O: -3.522 1.016 1.532  -0.6963
C: 0.817 -3.749 2.467  -0.8324
C: 0.829 -0.513 4.497  -1.1268
N: -5.572 -2.186 -1.010  -0.1435
C: 0.572 -6.337 -2.243  -1.0040
C: 4.761 -0.954 -3.975  -0.7604
H: 4.038 7.103 -2.635  0.3229
H: 0.061 -0.686 5.249  0.3374
C: -3.804 0.297 2.494  0.4900
H: 1.664 -4.419 2.586  0.3396
H: -0.870 1.755 -2.800  0.1712
N: 0.748 -1.518 3.471  0.3010
H: 3.678 -0.878 -4.099  0.1759
C: -5.897 -2.238 0.303  0.6274
O: 0.949 -3.329 4.819  -0.6731
H: -0.691 -1.419 -0.672  0.5042
C: -0.709 0.808 -2.291  -0.7415
H: 5.159 -1.226 -4.943  0.3538
O: -5.046 -2.068 1.183  -0.5932
C: 1.784 4.791 -2.780  0.6684
H: 1.783 -0.629 5.024  0.3876
H: 1.002 1.760 -1.465  0.1841
H: 3.200 0.507 -1.437  0.3847
C: 0.733 -4.892 -2.670  0.6752
C: 2.429 -3.088 -2.893  -0.7400
C: 0.767 -2.866 3.702  0.7746
C: -4.241 -1.863 -1.451  -0.7773
C: -2.827 -0.762 2.965  -0.3865
O: 1.488 0.481 0.561  -0.7274
H: 0.982 -3.166 1.554  0.0825
H: -3.866 -0.986 -0.922  0.1636
H: 0.035 2.804 0.929  0.1583
H: -0.276 -1.231 1.009  -0.8233
H: 1.402 -6.648 -1.603  0.3100
O: -0.051 -4.359 -3.451  -0.6517
H: -6.712 1.273 3.712  0.3664
H: 4.172 5.573 -1.843  0.2940
N: 0.323 1.034 -1.280  0.2600
H: -6.564 0.740 2.041  0.1597
H: 0.535 -7.023 -3.085  0.2802
H: 1.622 -2.454 -3.257  0.2879
H: -6.284 -2.166 -1.713  0.2240
H: -5.811 2.282 2.575  0.2652
C: 3.955 6.018 -2.799  -0.9009
H: -5.039 -0.117 4.057  0.2553
H: 5.008 -1.689 -3.210  0.3262
N: 5.101 0.809 -2.237  -0.0398
H: 3.052 -3.418 -3.728  0.3870
C: 2.769 3.183 4.464  -1.1241
O: 6.003 1.103 -4.307  -0.6982
H: 5.555 1.666 -1.991  0.2191
H: 1.831 2.236 2.281  0.1831
O: 2.103 4.035 -1.883  -0.6568
C: -0.570 -0.683 0.126  -0.2274
O: 0.553 4.016 4.514  -0.6559
H: -1.891 -0.235 3.158  -0.0956
N: 1.142 2.852 2.678  0.0580
C: 0.397 4.747 -3.371  -0.7955
N: 1.860 -4.268 -2.254  -0.1339
H: -0.449 0.001 -2.975  0.2640
C: 0.493 0.307 -0.169  0.9601
H: 4.311 -0.910 -1.335  0.1512
H: -0.375 -6.461 -1.723  0.2754
H: -7.891 -2.953 -0.172  0.3642
H: 4.646 5.858 -3.628  0.3052
H: 0.173 3.765 -3.797  0.1117
N: 2.623 5.726 -3.322  -0.1934
H: -0.386 4.106 2.042  0.3905
H: -4.326 -1.653 -2.515  0.3763
C: 1.387 3.411 3.888  0.7443
H: -3.523 -2.662 -1.330  0.2708
H: -7.392 -3.039 1.590  0.3100
H: 3.083 2.142 4.500  0.2835
H: -1.655 0.570 -1.804  0.1674
H: 2.995 -2.469 -2.208  0.0971
H: 2.398 -4.760 -1.563  0.2375
H: -0.388 4.857 -2.621  0.2773
H: -2.663 -1.555 2.240  0.1174
H: -7.786 -1.516 0.810  0.2372
H: 0.640 -1.195 2.530  -0.1211
H: 2.739 3.624 5.459  0.3368
H: 0.238 5.488 -4.157  0.3187
H: 4.449 0.424 -0.253  0.3621
C: 4.229 0.171 -1.290  -0.9726
C: -7.339 -2.505 0.652  -1.0901
C: 5.347 0.372 -3.516  0.4468
H: -1.554 -0.265 0.360  -0.0064
H: -3.106 -1.289 3.882  0.5914
H: -0.931 2.476 2.372  0.2452
N: -4.949 0.428 3.224  -0.1544
H: 3.538 3.768 3.950  0.3098
C: -6.048 1.263 2.849  -0.8400
H: -0.107 -4.299 2.286  0.2736



Stability, lowest: <i>



<i>
The following is a DFT calculation (wB97M-V/def2-TZVPD) of C6H10N2 in the gas phase.

frontier orbital gap: 0.290 hartree
highest occupied orbital energy: -6.99 eV
LUMO: 0.0330 Ha

Last column: Mulliken charge in e.
CARTESIAN COORDINATES (ANGSTROEM)
H: -0.881 1.660 1.506  0.3353
C: -1.344 -0.243 -0.106  0.9745
C: -2.524 0.358 0.038  -1.3293
C: 0.474 -1.718 -0.315  -0.2060
H: -3.345 -0.243 -0.078  0.3514
N: -0.096 0.427 0.028  0.1113
H: 0.248 2.496 0.471  0.2456
H: 1.063 1.240 1.426  0.3239
C: -0.943 -1.653 -0.293  -0.8926
H: 1.066 -2.656 -0.252  0.3474
H: -2.416 1.435 0.159  0.2597
N: 0.985 -0.507 0.002  -0.0221
C: 0.086 1.468 0.947  -0.9550
H: -1.641 -2.429 -0.422  0.4205
H: 2.941 -0.104 0.119  0.2979
H: 2.415 -0.553 -1.559  0.3552
C: 2.140 0.036 -0.661  -0.9769
H: 1.769 0.987 -1.010  0.3592



<ii>
The following is a DFT calculation (wB97M-V/def2-TZVPD) of C6H10N2 in the gas phase.

frontier orbital gap: 0.355 hartree
highest occupied orbital energy: -8.58 eV
LUMO: 0.0400 Ha

Last column: Mulliken charge in e.
CARTESIAN COORDINATES (ANGSTROEM)
N: 1.388 0.169 0.329  -0.1783
C: -1.420 0.070 0.357  0.2416
H: -2.236 -1.735 0.373  0.3098
H: 1.100 1.791 -0.971  0.2840
H: -1.276 1.156 -0.990  0.3765
C: -0.562 -1.027 -0.162  -0.6238
C: -0.949 1.327 -0.066  -0.8872
H: 0.795 -1.533 1.643  0.2677
H: -0.542 -0.810 -1.218  0.4078
H: 0.682 2.137 0.894  0.1922
N: -2.161 -1.083 -0.338  -0.6099
C: 0.783 -1.149 0.560  -0.3547
H: -1.564 2.234 0.177  0.4123
H: -1.413 -0.251 1.498  0.2525
C: 0.553 1.393 -0.034  -0.3734
C: 1.997 -0.803 -0.442  -0.2220
H: 2.961 -0.980 0.009  0.2690
H: 1.864 -0.906 -1.620  0.2358



<iii>
The following is a DFT calculation (wB97M-V/def2-TZVPD) of C6H10N2 in the gas phase.

frontier orbital gap: 0.338 hartree
highest occupied orbital energy: -8.07 eV
LUMO: 0.0414 Ha

Last column: Mulliken charge in e.
CARTESIAN COORDINATES (ANGSTROEM)
H: -2.411 0.696 1.017  0.2681
N: 1.505 -0.973 -0.839  -0.3888
H: -2.572 1.054 -0.926  0.2771
H: 0.192 -0.104 2.024  0.3428
C: -1.867 0.641 -0.080  -0.4248
C: 0.042 -0.315 0.863  -0.3918
H: -1.757 -1.532 0.513  0.4697
C: -1.107 -0.810 0.102  -0.6518
H: 0.453 -2.504 0.141  0.3947
C: 0.480 -1.409 -0.050  -0.2527
H: -0.629 1.943 1.051  0.3047
H: 1.543 -1.252 -1.905  0.2739
N: -0.739 1.621 0.118  -0.6010
H: -0.062 0.455 -1.244  0.2567
C: 1.844 0.410 -0.384  -0.5045
C: 0.339 0.787 -0.198  0.0809
H: 2.343 0.069 0.740  0.2130
H: 2.404 1.227 -0.942  0.3340



<iv>
The following is a DFT calculation (wB97M-V/def2-TZVPD) of a molecular structure, C6H10N2.

frontier orbital gap: 0.353 hartree
highest occupied orbital energy: -8.92 eV
LUMO: 0.0252 Ha

Last column: Mulliken charge in e.
CARTESIAN COORDINATES (ANGSTROEM)
H: -3.092 0.364 0.502  0.3224
H: -1.964 0.657 -1.247  0.2969
H: 1.533 -2.322 -0.238  0.4780
H: 0.638 2.571 0.053  0.1782
C: -1.187 -0.513 0.351  0.4783
N: 2.448 0.145 -0.346  -0.7001
H: 1.686 -0.090 1.503  0.2217
H: -1.557 -0.664 1.474  0.2156
C: -0.190 1.832 -0.006  -1.2232
H: -1.049 -2.610 -0.593  0.3185
N: -2.310 -0.024 -0.456  -0.6965
C: -0.514 -1.730 -0.071  -0.6389
H: 2.542 1.410 -0.249  0.2415
H: 2.218 -0.058 -1.387  0.2923
C: 1.203 -0.308 0.461  0.1066
C: 0.773 -1.609 -0.017  -0.6678
H: -1.063 2.375 -0.132  0.4095
C: -0.113 0.574 0.397  0.3672



Stability, lowest: <iii>



<i>
The following is a DFT calculation (wB97M-V/def2-TZVPD) of C6H10N2 in the gas phase.

frontier orbital gap: 0.350 hartree
highest occupied orbital energy: -8.61 eV
LUMO: 0.0340 Ha

Last column: Mulliken charge in e.
CARTESIAN COORDINATES (ANGSTROEM)
C: 2.063 -1.011 -0.024  -0.1071
H: -2.583 1.486 0.101  0.2200
C: 0.719 -0.306 -0.224  0.8965
H: -2.854 -1.679 0.556  0.3639
N: -1.450 -0.429 -0.558  -0.0286
H: -1.934 0.744 1.398  0.2690
N: -0.304 -0.969 -0.108  -0.6540
H: -3.710 -0.796 -0.784  0.1587
H: 0.082 1.669 0.496  0.1759
C: 3.136 -0.242 0.161  -0.7025
H: -0.037 1.191 -1.207  0.3647
H: 1.759 1.677 -0.367  0.2639
C: -2.812 -0.838 -0.014  -0.1185
C: 0.698 1.197 -0.354  -0.9742
H: 2.251 -2.138 -0.008  0.2864
H: 4.096 -0.886 0.406  0.1780
H: 3.206 0.872 0.102  0.1463
C: -2.328 0.458 0.427  -0.7385



<ii>
The following is a DFT calculation (wB97M-V/def2-TZVPD) of C6H10N2 in the gas phase.

frontier orbital gap: 0.337 hartree
highest occupied orbital energy: -8.05 eV
LUMO: 0.0412 Ha

Last column: Mulliken charge in e.
CARTESIAN COORDINATES (ANGSTROEM)
H: 1.429 -1.594 -1.251  0.3944
H: -0.178 1.933 -1.046  0.3388
H: 1.579 0.099 1.441  0.1326
N: 1.104 0.512 -0.581  -0.3049
C: -1.431 -0.317 -0.784  -0.8333
N: -0.817 -0.472 1.140  -0.5783
C: 0.045 1.439 -0.139  -0.8078
C: -1.209 0.644 0.324  0.2569
H: -0.243 -0.285 1.957  0.2682
C: 1.000 -0.925 -0.537  -0.0578
H: 0.590 2.058 0.614  0.4181
H: -0.745 -2.363 0.047  0.4468
H: 3.016 -0.107 0.456  0.2110
C: -0.399 -1.311 0.024  -0.0589
H: -2.044 1.374 0.635  0.3278
H: -2.547 -0.679 -0.942  0.2664
C: 1.913 -0.153 0.439  -0.6756
H: -1.062 0.148 -1.795  0.2556



<iii>
The following is a DFT calculation (wB97M-V/def2-TZVPD) of C6H10N2 in the gas phase.

frontier orbital gap: 0.267 hartree
highest occupied orbital energy: -6.38 eV
LUMO: 0.0323 Ha

Last column: Mulliken charge in e.
CARTESIAN COORDINATES (ANGSTROEM)
N: 0.635 0.153 0.789  -0.1320
C: -1.158 0.198 0.480  0.3952
C: 1.652 -1.301 -0.973  -1.1122
H: 2.657 -1.127 -0.614  0.2463
H: 1.138 2.016 1.614  0.3272
C: 0.592 -0.676 -0.434  0.2139
N: -1.609 -0.824 -1.756  -0.6289
H: 1.522 -1.991 -1.795  0.2866
H: -3.007 0.138 1.463  0.2476
C: 1.319 1.448 0.701  -0.8687
C: -2.038 0.617 1.387  -0.9848
H: -1.088 -0.914 -2.618  0.2469
H: -1.844 1.470 2.023  0.2327
H: 0.931 -0.380 1.607  0.3383
H: -2.202 -1.632 -1.620  0.2221
C: -0.802 -0.495 -0.660  0.3255
H: 0.908 1.987 -0.151  0.3183
H: 2.394 1.315 0.557  0.3262



Stability, lowest: <i>